# 1
26
Properties=species:S:1:pos:R:3:nbo_charge:R:1 method="wB97M-V/def2-TZVPD" homo_lumo_gap_ev=7.60 multiplicity=1 smiles="NC1=CC/C(=N/SCCC(=O)O)C=C1" lumo_ha=-0.00619
N 2.850 0.163 -3.861 -0.8074
C 2.109 0.151 -2.711 0.1257
C 2.437 0.759 -1.577 -0.2791
C 1.648 0.606 -0.266 -0.4566
C 0.342 -0.202 -0.501 0.2318
N -0.273 -0.464 0.572 -0.6131
S -1.737 -1.155 0.574 0.3705
C -1.944 -1.321 2.444 -0.4733
C -2.686 -0.121 3.031 -0.5457
C -1.613 0.994 3.140 0.8042
O -1.024 1.221 4.181 -0.5643
O -1.524 1.615 1.947 -0.6928
C -0.089 -0.481 -1.818 -0.2665
C 0.800 -0.552 -2.831 -0.1384
H 3.595 0.771 -3.893 0.3868
H 2.448 -0.261 -4.706 0.3917
H 3.460 1.060 -1.584 0.1968
H 1.386 1.552 0.310 0.2478
H 2.411 0.055 0.423 0.2403
H -1.014 -1.271 2.840 0.2292
H -2.411 -2.276 2.475 0.2250
H -3.567 0.111 2.439 0.2227
H -3.083 -0.497 4.050 0.2379
H -1.828 0.977 1.240 0.4939
H -1.150 -0.663 -1.993 0.2264
H 0.458 -0.772 -3.924 0.2065

# 2
26
Properties=species:S:1:pos:R:3:nbo_charge:R:1 method="wB97M-V/def2-TZVPD" homo_lumo_gap_ev="7.90 / 7.89" multiplicity=1 lumo_ha="-0.02439 / -0.02450"
C 0.947 -2.120 0.676 -0.1771
C 2.180 -2.009 -0.073 -0.2397
C -0.192 -1.565 0.407 -0.2328
C 3.165 -1.166 -0.362 -0.1642
C 4.036 1.169 0.058 0.3739
C -0.492 -0.533 -0.578 0.2248
C 2.967 0.304 -0.267 -0.0775
C -1.541 0.753 1.293 -0.4341
C -1.877 1.416 -1.061 -0.4043
N -1.550 0.364 -0.155 -0.4329
N 1.734 0.796 -0.312 0.4529
O 1.383 1.868 0.150 -0.4309
O 5.243 0.976 0.010 -0.5290
O 0.828 0.126 -1.001 -0.4099
H 0.944 -2.840 1.475 0.2211
H 2.581 -2.995 0.047 0.2129
H -1.049 -2.021 0.826 0.2217
H 4.198 -1.339 -0.739 0.2487
H 3.471 2.131 0.347 0.1326
H -0.755 -0.983 -1.620 0.2250
H -2.320 1.382 1.625 0.2099
H -1.535 -0.056 1.941 0.2054
H -0.691 1.410 1.274 0.2082
H -3.041 1.684 -0.985 0.2016
H -1.192 2.399 -0.922 0.1940
H -1.689 0.879 -1.946 0.1996

# 3
29
Properties=species:S:1:pos:R:3:nbo_charge:R:1 method="wB97M-V/def2-TZVPD" homo_lumo_gap_ev=7.40 multiplicity=1 total_charge=+3 lumo_ha=-0.51136
O -0.071 -2.773 -3.523 -0.2179
C -0.085 -1.742 -2.992 0.4785
Sc 0.082 0.340 -2.023 1.1821
O -2.753 0.217 -5.344 -0.3188
C -2.243 0.200 -4.333 0.4698
C 1.023 0.315 -4.066 0.4960
O 1.540 0.286 -5.104 -0.2338
C -0.369 2.336 -3.070 0.4828
O -0.439 3.352 -3.622 -0.2246
C 1.494 -1.602 3.322 -0.6327
C 1.374 -0.302 2.526 -0.2491
N 1.483 -0.653 1.105 -0.4668
C 1.053 0.248 0.182 0.3129
S 2.143 0.761 -1.110 0.1261
N -0.286 0.641 0.176 -0.7131
C -1.365 -0.073 0.943 -0.2257
C -2.062 0.916 1.849 -0.6514
H 0.714 -2.325 2.997 0.2250
H 1.344 -1.389 4.396 0.2779
H 2.482 -2.064 3.195 0.2460
H 0.430 0.208 2.707 0.2169
H 2.213 0.372 2.802 0.2606
H 2.383 -1.030 0.861 0.4418
H -0.381 1.678 0.182 0.4691
H -2.058 -0.511 0.214 0.2275
H -0.876 -0.899 1.467 0.2469
H -2.682 1.618 1.274 0.2445
H -2.728 0.388 2.526 0.2930
H -1.358 1.487 2.461 0.2365

# 4
25
Properties=species:S:1:pos:R:3:nbo_charge:R:1 method="wB97M-V/def2-TZVPD" homo_lumo_gap_ev=8.00 multiplicity=1 lumo_ha=0.01730
C 0.928 -2.312 -1.267 -0.6544
C 0.968 -1.422 -0.082 -0.0625
S 0.635 -2.253 1.494 -0.0089
C 1.067 -0.116 -0.105 -0.0943
C 1.461 0.624 -1.299 -0.1729
C 1.848 1.894 -1.192 -0.2185
C 1.760 2.611 -0.024 -0.2550
C 1.258 2.132 1.092 -0.1521
C 0.775 0.721 1.191 -0.4691
H 1.798 -2.211 -1.787 0.2200
H 0.973 -3.358 -0.968 0.2134
H 0.088 -2.088 -1.952 0.2375
H 0.896 -3.484 0.928 0.1301
H 1.470 0.054 -2.164 0.2053
H 2.363 2.252 -2.123 0.2155
H 2.230 3.609 0.097 0.2147
H 1.113 2.909 1.861 0.2073
H 1.096 0.183 2.056 0.2422
H -0.341 0.726 1.485 0.2011
N -2.448 0.955 2.628 -0.6569
N -2.923 0.358 1.490 -0.3955
C -2.798 -0.361 0.543 0.8215
O -2.827 -1.106 -0.367 -0.5498
H -3.162 1.252 3.337 0.3998
H -1.696 1.624 2.278 0.3816